DFT (the ωB97M-V functional and the def2-TZVPD basis) results for a molecular structure, C3H8ClNO in a non-equilibrium geometry.

```
14
Properties=species:S:1:pos:R:3
H -0.553 1.116 -1.891
O -1.605 1.176 1.100
N 1.665 0.041 1.585
C 2.046 -0.712 0.517
H -2.488 0.686 0.846
H 1.272 -1.398 0.026
H -1.793 0.028 -1.114
H 2.251 0.783 1.893
H 0.602 0.910 0.899
H -0.002 -0.279 -1.126
C -0.788 0.466 -1.051
C -0.595 1.186 0.221
Cl 2.160 0.468 -1.273
H 3.097 -1.137 0.515
```

The calculation puts the HOMO energy (alpha / beta) at -0.314 / -0.314 Eh. Its spin multiplicity is 1.

---

DFT (the ωB97M-V functional and the def2-TZVPD basis) results for 2 unconnected molecules or ions with the total composition C3H8ClNO3 in a non-equilibrium geometry.

```
16
Properties=species:S:1:pos:R:3
O 1.017 1.280 0.531
C -0.210 0.146 -1.230
H 0.281 1.205 1.210
O -1.660 -0.782 0.502
Cl 1.675 -1.320 1.852
H 0.913 -0.814 0.081
H 1.913 0.184 -0.898
C -1.523 -0.008 -0.401
H -2.116 1.087 -1.724
H 0.239 2.055 -1.755
H 0.083 1.152 -2.989
H -0.181 -0.782 -1.835
H 2.280 -0.970 2.962
C 0.982 0.112 -0.311
N -0.267 1.311 -2.134
O -2.544 0.582 -1.027
```

The calculation puts the HOMO energy at -0.365 Eh. As for the structure (SMILES): N[C@@H](CO)C(=O)O.Cl. Its spin multiplicity is 1.

---

DFT (the ωB97M-V functional and the def2-TZVPD basis) results for C3H8ClNS in the gas phase in a non-equilibrium geometry.

```
14
Properties=species:S:1:pos:R:3
H 0.627 1.084 1.680
S 1.742 0.279 -0.883
H 0.337 -1.799 -1.389
C -0.028 1.449 0.881
H -1.762 -0.585 0.251
H -0.480 0.927 -1.223
N -0.675 -1.836 -1.099
H -1.064 1.591 1.285
C -0.714 -0.838 -0.023
H -0.233 -1.285 0.860
C -0.008 0.505 -0.349
Cl 0.650 3.049 0.451
H 2.394 0.250 0.287
H -0.787 -2.791 -0.729
```

The calculation puts the HOMO energy at -0.342 Eh. As for the structure (SMILES): NC[C@H](S)CCl. Its spin multiplicity is 1.

---

ΔE to the lowest compared entry with this formula, charge and spin (kcal per mole)
117.01; 0.00; 5.27